(1)
The following is a quantum chemistry calculation of a structure of composition C14H27F6FeN4O6S4, from the OMol25 dataset.

Each line ends with the natural charge from an NBO analysis.
Element x y z (Å)
Fe (0.303744, -0.648940, 0.713812)  1.54
N (-0.569929, 3.871655, -1.367161)  -0.70
C (0.304038, 3.484925, -0.202758)  -0.04
C (1.226225, 2.351200, -0.624147)  -0.43
C (2.153557, 1.925012, 0.534974)  -0.05
N (2.215427, 0.441123, 0.576410)  -0.91
C (1.683625, 2.473316, 1.883127)  -0.43
C (0.177521, 2.391020, 2.096053)  -0.05
N (-0.241244, 0.972757, 2.184458)  -0.93
C (-0.595932, 3.102798, 0.966850)  -0.44
H (-0.014997, 4.223575, -2.149256)  0.44
H (-1.225786, 4.607967, -1.097237)  0.44
H (-1.160118, 3.047109, -1.741386)  0.42
H (0.889727, 4.374340, 0.035727)  0.23
H (1.814986, 2.633647, -1.499955)  0.24
H (0.602135, 1.501039, -0.926479)  0.20
H (3.155359, 2.314405, 0.346055)  0.22
H (2.728469, 0.150022, 1.408358)  0.41
H (2.758781, 0.095898, -0.212127)  0.40
H (1.991370, 3.517876, 1.964614)  0.24
H (2.207744, 1.958825, 2.692774)  0.24
H (-0.057898, 2.889746, 3.037597)  0.23
H (-1.244843, 0.918209, 2.363692)  0.42
H (0.182184, 0.573760, 3.022453)  0.40
H (-1.091261, 3.993458, 1.356933)  0.24
H (-1.381132, 2.434326, 0.602254)  0.23
F (-4.024857, -3.365410, 3.069937)  -0.27
C (-3.419599, -3.060492, 1.944534)  0.77
F (-2.892066, -4.138487, 1.391026)  -0.29
F (-4.268152, -2.488069, 1.101073)  -0.29
S (-2.082750, -1.835358, 2.288869)  2.23
O (-1.434175, -1.661196, 0.959951)  -1.05
O (-2.701989, -0.645665, 2.785753)  -0.91
N (-1.187761, -2.586720, 3.309472)  -1.20
S (0.377488, -2.703448, 3.297965)  2.26
O (0.925174, -2.827312, 4.594621)  -0.84
O (0.996294, -1.688817, 2.421315)  -1.07
C (0.681335, -4.298901, 2.427839)  0.74
F (1.990183, -4.468684, 2.293311)  -0.30
F (0.155668, -5.285724, 3.116091)  -0.27
F (0.122401, -4.247914, 1.212919)  -0.32
C (-3.130070, 2.591642, -4.359346)  -0.26
O (-2.194858, 1.747965, -3.632310)  -0.45
C (-2.241567, 1.772523, -2.316713)  -0.13
S (-3.611629, 1.837650, -1.207893)  0.21
S (-2.115770, 0.346718, -1.268851)  0.15
H (-3.107357, 2.233382, -5.382053)  0.24
H (-2.796214, 3.627185, -4.316424)  0.19
H (-4.125615, 2.477424, -3.934590)  0.21
C (1.794160, -2.239130, -3.057907)  -0.44
C (2.888728, -2.543468, -2.016014)  -0.43
C (2.102665, -2.786987, -0.745065)  -0.08
O (0.994568, -1.851123, -0.847514)  -0.65
C (0.547929, -1.906933, -2.226710)  -0.07
H (1.603718, -3.099252, -3.695591)  0.24
H (2.080664, -1.411985, -3.703684)  0.23
H (3.564983, -1.694897, -1.897398)  0.20
H (3.493854, -3.405268, -2.287720)  0.25
H (2.626416, -2.579908, 0.186812)  0.21
H (1.692249, -3.796729, -0.702548)  0.21
H (0.105390, -0.939352, -2.467260)  0.18
H (-0.221189, -2.676323, -2.301534)  0.21

Cartesian forces (eV/Å) of the 3 atoms listed first:
0.08 0.23 0.18
-0.03 0.04 -0.16
-0.01 -0.04 0.01

**Frontier orbital gap (spin up / spin down)**: 0.29457 / 0.28044 hartree
**Relative energy (zero: lowest compared OMol25 entry of this formula, charge and spin)**: 0.0000 eV
**Total charge**: +2
**Multiplicity**: 6

=====

(2)
The following is a quantum chemistry calculation of a cluster of 3 separate species, C3H8O3 in total, from the OMol25 dataset.

Each line ends with the natural charge from an NBO analysis.
Element x y z (Å)
C (-0.949243, -0.339034, -0.337187)  0.68
C (1.211581, -0.387073, -0.001828)  -0.27
C (1.768232, 0.973406, -0.220098)  -0.67
O (-0.708245, 0.117787, 0.801675)  -0.50
O (-2.670701, 0.723660, 0.674288)  -0.72
O (-1.403306, -1.570996, -0.559731)  -0.66
H (-1.550936, -1.998043, 0.298831)  0.49
H (-3.148900, 0.184487, 1.321237)  0.42
H (-0.945618, 0.265871, -1.242448)  0.16
H (1.397261, -0.867885, 0.949771)  0.20
H (1.210022, -1.076731, -0.841055)  0.19
H (2.854870, 0.908379, -0.368717)  0.23
H (1.352219, 1.446883, -1.111711)  0.21
H (1.582763, 1.619289, 0.636976)  0.23

Cartesian forces (eV/Å) of the 3 atoms listed first:
0.36 0.08 1.03
0.78 -0.37 -0.48
0.09 0.01 -0.02

**Frontier orbital gap (spin up / spin down)**: 0.38772 / 0.25447 hartree
**Relative energy (zero: lowest compared OMol25 entry of this formula, charge and spin)**: 6.0459 eV

=====

(3)
The following is a quantum chemistry calculation of a structure of composition C28H24F10MgN5OS, from the OMol25 dataset.

Each line ends with the natural charge from an NBO analysis.
Element x y z (Å)
Mg (0.170470, 0.469402, -0.280226)  1.74
C (-2.767856, -1.018496, -0.442663)  -0.42
N (-1.355015, -1.205767, -0.142283)  -0.53
C (-1.130100, -1.511579, 1.269108)  -0.22
C (-1.588804, -0.311540, 2.100306)  -0.24
N (-1.147083, 0.915487, 1.444316)  -0.79
C (-1.336474, 2.074004, 2.081195)  0.10
C (-2.088612, 2.348275, 3.250110)  0.23
F (-2.787923, 1.362939, 3.866130)  -0.33
C (-2.197839, 3.608756, 3.809341)  0.28
F (-2.963074, 3.775590, 4.901508)  -0.31
C (-1.554862, 4.702640, 3.269420)  0.19
F (-1.679151, 5.930006, 3.812751)  -0.31
C (-0.784426, 4.491377, 2.140943)  0.27
F (-0.101310, 5.513377, 1.598899)  -0.31
C (-0.680075, 3.234995, 1.598711)  0.29
F (0.129528, 3.082773, 0.526129)  -0.33
C (-0.732618, -2.119177, -1.107534)  -0.24
C (-0.667682, -1.426466, -2.473933)  -0.23
N (-0.323483, -0.024324, -2.273499)  -0.83
C (-0.032570, 0.733114, -3.340955)  0.08
C (-0.177585, 0.461977, -4.716089)  0.26
F (-0.733283, -0.703781, -5.133395)  -0.33
C (0.219459, 1.347127, -5.704683)  0.27
F (0.032803, 1.015561, -6.994538)  -0.31
C (0.785117, 2.567028, -5.402438)  0.19
F (1.151089, 3.428038, -6.373005)  -0.31
C (0.948816, 2.886293, -4.065109)  0.28
F (1.522294, 4.047665, -3.722786)  -0.30
C (0.550693, 1.997999, -3.103323)  0.31
F (0.796593, 2.308429, -1.802718)  -0.35
H (-3.333037, -1.943327, -0.256992)  0.16
H (-2.884791, -0.734973, -1.486884)  0.22
H (-3.182498, -0.216671, 0.165868)  0.21
H (-0.054202, -1.663551, 1.406021)  0.21
H (-1.646964, -2.425829, 1.593055)  0.17
H (-1.167884, -0.422441, 3.106340)  0.19
H (-2.676120, -0.348078, 2.220961)  0.18
H (-1.278747, -3.069915, -1.184939)  0.17
H (0.281626, -2.333337, -0.767755)  0.23
H (-1.626375, -1.544548, -2.994244)  0.17
H (0.079073, -1.956987, -3.074527)  0.20
S (2.487042, -0.741967, -0.665511)  -0.60
C (3.441602, 0.295878, -1.732390)  -0.15
C (3.337085, 0.228165, -3.128259)  -0.26
C (4.085969, 1.057593, -3.954353)  -0.21
C (4.969830, 1.982656, -3.413075)  -0.26
C (5.093345, 2.060246, -2.031053)  -0.24
C (4.342547, 1.232311, -1.206251)  -0.20
H (2.651481, -0.491331, -3.560767)  0.21
H (3.969707, 0.983429, -5.029890)  0.20
H (5.552085, 2.632213, -4.055737)  0.20
H (5.779463, 2.776081, -1.590894)  0.20
H (4.436593, 1.300853, -0.128279)  0.20
N (1.539014, 0.626402, 1.961315)  -0.43
C (2.081399, 1.455021, 2.555605)  0.47
N (2.753073, 2.376852, 3.257627)  -0.48
C (3.107735, 2.067204, 4.641261)  -0.23
C (4.266283, 2.955321, 5.045421)  -0.08
O (3.966712, 4.324837, 4.836109)  -0.52
C (3.678994, 4.586513, 3.468782)  -0.08
C (2.477575, 3.794540, 3.008006)  -0.24
H (3.396278, 1.019039, 4.702486)  0.22
H (2.252460, 2.239524, 5.305050)  0.19
H (5.158861, 2.673883, 4.473687)  0.17
H (4.472824, 2.838639, 6.108477)  0.19
H (4.546190, 4.327684, 2.850482)  0.17
H (3.484692, 5.653540, 3.384230)  0.20
H (2.304713, 3.942081, 1.943319)  0.24
H (1.585881, 4.110916, 3.559638)  0.19

Cartesian forces (eV/Å) of the 3 atoms listed first:
-0.01 -0.15 -0.04
0.06 0.18 -0.01
0.14 -0.46 0.00

**Frontier orbital gap**: 0.23713 hartree
**Relative energy (zero: lowest compared OMol25 entry of this formula, charge and spin)**: 1.1575 eV
**Total charge**: -1

=====

(4)
The following is a quantum chemistry calculation of a structure of composition C8H19Br2NO5V, from the OMol25 dataset.

Each line ends with the Löwdin charge.
Element x y z (Å)
O (-1.052567, 1.485192, 0.093619)  -0.42
V (-1.411636, 0.062454, 0.826591)  0.90
O (-0.396847, -0.144370, 1.978613)  -0.38
O (-3.014682, 1.128939, 2.337831)  -0.33
C (-4.060441, 0.228919, 2.188607)  -0.42
C (-4.369996, -0.267663, 0.709674)  -0.35
O (-3.303246, -0.996951, 0.037641)  -0.41
H (-5.014621, 0.525306, 2.624259)  0.08
H (-3.603083, -0.524206, 2.830259)  0.08
H (-4.680871, 0.506701, 0.008369)  0.08
H (-5.264069, -0.870800, 0.867692)  0.07
Br (1.372927, 4.324055, 1.622467)  0.56
C (1.773403, 3.575957, -0.193527)  -0.66
C (0.778731, 4.024525, -1.281477)  -0.66
Br (1.368604, 3.340400, -3.020158)  0.61
H (1.681421, 2.510968, 0.019612)  0.02
H (2.798922, 3.888617, -0.390094)  0.04
H (0.851946, 5.105931, -1.166081)  0.05
H (-0.230629, 3.641680, -1.130750)  0.04
C (1.059948, -0.137739, -1.976751)  -0.07
C (0.893685, -1.513172, -1.321773)  -0.43
C (2.076798, -1.846267, -0.428118)  -0.20
O (1.711390, -2.950971, 0.380343)  -0.21
C (2.825553, -3.528354, 1.185812)  -0.04
N (-0.306414, -1.506339, -0.586150)  0.04
H (0.130871, 0.192173, -2.441573)  0.08
H (1.759614, -0.163432, -2.812162)  0.07
H (1.275699, 0.672713, -1.280544)  0.04
H (0.856773, -2.346782, -2.023082)  0.15
H (2.379597, -0.990707, 0.175550)  0.14
H (2.906060, -2.221740, -1.027648)  0.12
H (2.652945, -4.534868, 1.566902)  0.08
H (2.871013, -3.003345, 2.139949)  0.08
H (3.771876, -3.475553, 0.647481)  0.08
H (-0.033094, -2.296842, -0.020031)  0.08
H (-1.055579, -1.894431, -1.141350)  0.11

Cartesian forces (eV/Å) of the 3 atoms listed first:
0.01 -1.99 0.50
-3.49 2.90 -1.74
1.30 -0.77 1.19

**Frontier orbital gap**: 0.22236 hartree
**Total charge**: -1